(1)
The following is a DFT calculation (ωB97M-V/def2-TZVPD) of a molecular structure, C10H14AsBaF6N8S.

Properties
Charge ... +2
Kohn-Sham gap (spin up / spin down) ... 8.90 / 4.81 eV
2S+1 ... 2
Lowest unoccupied orbital energy (spin up / spin down) ... -5.89 / -9.99 eV

Atoms and positions in Å:
1 Ba -0.01046 0.15449 -0.17632
2 As -2.91638 -1.07506 1.16132
3 S -2.52067 2.59599 -2.05664
4 F -4.41404 -0.34326 0.73569
5 F -1.22444 -1.58025 1.35210
6 F -3.17852 -1.01053 2.81928
7 F -3.45386 -2.65002 0.93359
8 F -2.45584 -0.94507 -0.58290
9 F -2.19220 0.59245 1.19193
10 N 0.56436 0.31034 3.43175
11 N -4.56973 0.91285 -1.89196
12 N 4.54342 -1.83162 4.05020
13 N 2.54213 -0.76320 3.77884
14 N 4.08890 -0.96521 1.97888
15 N -4.72000 2.53941 -3.51993
16 N 1.99215 0.06733 1.61758
17 N 2.59312 0.14122 -1.06698
18 C 5.19597 -0.22668 -1.96368
19 C 4.19194 0.12492 -2.85015
20 C 3.57578 -0.18875 -0.21399
21 C 2.91054 0.28794 -2.35727
22 C 1.74309 -0.13314 2.94110
23 C -5.91011 0.37437 -2.12740
24 C 4.88229 -0.39676 -0.62514
25 C 3.20783 -0.36995 1.22359
26 C 3.70208 -1.17672 3.26368
27 C -4.07820 1.93861 -2.53137
28 H 4.29653 -2.00604 5.00973
29 H 5.42677 -2.14662 3.68847
30 H 4.39169 0.26507 -3.90268
31 H -5.58408 2.17341 -3.89424
32 H 5.62402 -0.68237 0.10497
33 H -4.37427 3.40704 -3.89980
34 H 0.11179 1.11041 3.02639
35 H -6.65606 1.16303 -2.02138
36 H -3.99829 0.43807 -1.20141
37 H 0.42484 0.18206 4.42209
38 H 6.21023 -0.37144 -2.31020
39 H -5.96904 -0.07159 -3.12164
40 H -6.09489 -0.39230 -1.38252
41 H 2.10159 0.54756 -3.03362

Force components x, y, z for each atom (eV/Å):
0.3 0.0 -0.1
0.3 0.5 0.0
-0.1 0.0 0.0
0.0 -0.1 0.0
-0.1 -0.3 0.1
0.0 0.0 0.0
0.0 -0.1 0.0
-0.2 -0.1 -0.3
-0.2 0.1 0.2
-0.1 0.0 0.0
-0.1 -0.1 0.0
0.0 0.0 0.0
0.0 0.0 0.0
0.0 0.0 0.0
0.0 0.0 0.0
0.0 0.0 0.1
0.1 0.0 -0.1
0.0 0.0 0.0
0.0 0.0 0.0
0.0 -0.1 0.0
0.0 0.0 0.0
0.1 0.0 0.0
0.0 0.0 0.0
0.0 0.1 0.0
-0.1 0.0 0.1
0.0 0.0 0.0
0.0 0.1 0.0
0.0 0.0 0.0
0.0 0.0 0.0
0.0 0.0 0.0
0.0 0.0 0.0
0.0 0.0 0.0
0.0 0.0 0.0
0.0 0.0 0.0
0.0 0.0 0.0
0.1 0.0 0.0
0.0 0.0 0.0
0.0 0.0 0.0
0.0 0.0 0.0
0.0 0.0 0.0
0.0 0.0 0.0

Partial atomic charges computed with the natural (NBO) method, in multiples of e:
1. Ba 1.9019
2. As 2.8426
3. S 0.2605
4. F -0.6121
5. F -0.6627
6. F -0.5647
7. F -0.5663
8. F -0.6945
9. F -0.6959
10. N -0.7766
11. N -0.4810
12. N -0.7204
13. N -0.5498
14. N -0.5285
15. N -0.7255
16. N -0.7517
17. N -0.5722
18. C -0.1200
19. C -0.2197
20. C 0.1333
21. C 0.0349
22. C 0.6118
23. C -0.4519
24. C -0.1816
25. C 0.4545
26. C 0.6133
27. C 0.3103
28. H 0.4278
29. H 0.4247
30. H 0.2497
31. H 0.4380
32. H 0.2652
33. H 0.4462
34. H 0.3916
35. H 0.2351
36. H 0.4652
37. H 0.4305
38. H 0.2493
39. H 0.2310
40. H 0.2693
41. H 0.1886

***

(2)
The following is a DFT calculation (ωB97M-V/def2-TZVPD) of a molecular structure, C10H14BBrN6Pd in a non-equilibrium geometry.

Properties
Charge ... +2
Kohn-Sham gap (spin up / spin down) ... 6.54 / 4.21 eV
2S+1 ... 5
Lowest unoccupied orbital energy (spin up / spin down) ... -8.00 / -11.59 eV

Atoms and positions in Å:
1 Pd 1.49101 0.63459 0.40072
2 Br 2.46307 -0.12934 2.60022
3 N -0.78778 0.44558 -1.52716
4 N -0.58154 0.33285 1.37793
5 N -0.20913 -1.76601 -0.59975
6 N 0.38947 1.08826 -1.11314
7 N -1.62556 -0.25632 0.69584
8 N 1.01852 -1.34410 -0.13657
9 C -1.18319 0.99123 -2.68829
10 C -2.68463 -0.37694 1.52295
11 C 0.64483 2.08013 -1.99947
12 C -2.33174 0.16659 2.74980
13 C 1.85601 -2.39763 -0.02340
14 C -0.31474 2.02629 -3.01399
15 C -0.11725 -3.08534 -0.80853
16 C -1.00242 0.60747 2.61018
17 C 1.86125 2.51108 1.19784
18 C 1.15727 -3.50923 -0.46179
19 B -1.38653 -0.76238 -0.74628
20 H -0.36379 2.65122 -3.88605
21 H 1.21161 2.68694 2.05344
22 H -0.95621 -3.62113 -1.20021
23 H 1.46406 2.77591 -1.85907
24 H 1.63429 3.23816 0.40855
25 H 2.85077 -2.27315 0.38274
26 H 1.54389 -4.49779 -0.52488
27 H 2.33922 -0.36403 -0.56610
28 H -0.35999 1.07026 3.34581
29 H 2.91305 2.33758 1.46370
30 H -3.58863 -0.84066 1.17709
31 H -2.35058 -1.24211 -1.24894
32 H -2.94121 0.22829 3.62128
33 H -2.05341 0.59373 -3.20449

Force components x, y, z for each atom (eV/Å):
-0.6 -1.8 2.0
0.6 -0.8 1.5
-0.6 0.9 -2.6
-0.1 0.2 -0.2
1.4 0.4 -0.5
-2.1 2.9 -4.1
0.5 0.4 0.1
0.5 -0.6 0.4
-1.0 -2.7 2.5
0.8 0.5 0.3
-0.4 -1.0 0.7
0.3 0.0 -0.4
-1.5 -0.2 -0.5
1.5 1.7 -0.5
0.6 0.3 0.1
-0.8 -0.5 -0.2
0.2 0.8 -0.1
0.1 -0.4 0.1
0.6 -0.3 1.6
0.0 0.1 -0.2
0.2 -0.2 0.0
-0.2 -0.3 0.0
-0.1 -0.3 -0.1
0.3 -0.2 0.2
-0.1 -0.1 -0.2
0.1 -0.5 0.0
0.3 0.5 -0.1
0.0 0.0 -0.1
-0.2 0.5 -0.1
-0.2 0.0 0.0
0.1 0.2 -0.1
-0.2 0.0 0.3
0.2 0.2 0.0

Partial atomic charges computed with the natural (NBO) method, in multiples of e:
1. Pd 0.8756
2. Br 0.2049
3. N -0.2790
4. N -0.3443
5. N -0.3223
6. N -0.1785
7. N -0.3474
8. N -0.3468
9. C 0.1721
10. C 0.0427
11. C -0.0356
12. C -0.3030
13. C 0.0171
14. C -0.0491
15. C 0.0700
16. C 0.0027
17. C -0.6921
18. C -0.3032
19. B 0.5255
20. H 0.2828
21. H 0.2309
22. H 0.2605
23. H 0.2759
24. H 0.2118
25. H 0.2571
26. H 0.2727
27. H 0.1900
28. H 0.2403
29. H 0.2349
30. H 0.2547
31. H 0.0268
32. H 0.2680
33. H 0.2842

***

Taking the records one at a time from the top gives E values of -4085.9379; -3443.8825 a.u..